(1)
19
Properties=species:S:1:pos:R:3 method="wB97M-V/def2-TZVPD" homo_energy_ha=-0.5244 total_charge=+1 lumo_ev=-3.481
C 1.149 2.344 0.753
C 0.044 2.630 1.411
C 0.164 -1.134 0.082
C -0.186 -0.653 -1.256
C -0.150 -2.471 0.670
C -0.101 -0.632 -2.571
N -0.898 -0.139 -0.111
H 1.381 1.305 0.470
H 1.992 2.967 0.492
H -0.658 1.805 1.554
H 1.056 -0.754 0.491
H -1.099 -2.820 0.283
H -0.138 -2.110 1.644
H 0.717 -3.083 0.489
H -0.735 0.123 -3.065
H 0.311 -1.317 -3.267
H -0.269 3.631 1.667
H -1.875 -0.473 0.078
H -0.706 0.780 0.187

---

(2)
8
Properties=species:S:1:pos:R:3 method="wB97M-V/def2-TZVPD" homo_energy_ha="-0.3448 / -0.3317" lumo_ev="-1.253 / -1.935"
C -0.405 -0.156 -0.001
C 1.041 -0.186 -0.051
O -0.937 -0.932 0.892
O -0.973 1.115 -0.208
H -1.615 1.238 0.506
H -0.267 -0.606 -1.134
H 1.499 -1.163 -0.146
H 1.657 0.690 0.142

---

(3)
89
Properties=species:S:1:pos:R:3 method="wB97M-V/def2-TZVPD" homo_energy_ha=-0.3891 total_charge=+1 lumo_ev=-2.444
C 5.764 -2.913 2.720
C 5.373 -1.452 2.882
O 4.215 -1.366 3.709
C 3.667 -0.068 3.748
C 2.611 0.112 2.683
O 1.367 -0.463 3.145
C 0.223 0.094 2.631
N -0.794 -1.040 2.557
C -1.212 -1.441 3.963
C -2.720 -1.496 4.158
C -3.269 -0.109 4.477
N -4.037 0.471 3.500
O -3.048 0.428 5.536
C -0.251 -2.184 1.725
Cl -1.435 -3.506 1.767
C 0.066 -1.774 0.296
C -0.839 -0.728 -0.355
H 6.027 -3.146 1.688
H 4.923 -3.544 3.011
H 6.614 -3.179 3.346
H 6.174 -0.870 3.353
H 5.158 -1.002 1.903
H 4.450 0.689 3.619
H 3.218 0.082 4.733
H 2.480 1.173 2.455
H 2.915 -0.429 1.780
H 0.343 0.514 1.632
H -0.223 0.843 3.289
H -1.614 -0.672 2.067
H -0.781 -0.691 4.624
H -0.731 -2.390 4.181
H -3.239 -1.971 3.325
H -2.889 -2.104 5.048
H -4.019 0.145 2.548
H -4.204 1.461 3.616
H 0.632 -2.500 2.271
H 0.000 -2.690 -0.289
H 1.113 -1.469 0.257
H -0.515 0.301 -0.191
H -1.886 -0.820 -0.040
H -0.841 -0.872 -1.432
F 1.714 -1.479 -2.479
C 3.010 -1.343 -2.106
C 3.908 -2.330 -2.454
C 5.230 -2.173 -2.063
C 5.629 -1.053 -1.345
C 4.699 -0.076 -1.013
C 3.371 -0.216 -1.393
H 3.575 -3.189 -3.020
H 5.954 -2.931 -2.329
H 6.663 -0.943 -1.048
H 5.007 0.800 -0.456
H 2.622 0.531 -1.162
F -1.806 -0.251 -3.409
C -2.982 -0.869 -3.691
C -2.966 -2.230 -3.917
C -4.173 -2.858 -4.193
C -5.353 -2.128 -4.236
C -5.329 -0.759 -4.006
C -4.132 -0.110 -3.733
H -2.030 -2.773 -3.892
H -4.187 -3.923 -4.382
H -6.288 -2.624 -4.456
H -6.246 -0.185 -4.049
H -4.085 0.958 -3.568
F 0.918 2.851 3.415
C 0.230 3.810 4.109
C -0.618 4.638 3.405
C -1.321 5.600 4.119
C -1.164 5.710 5.494
C -0.298 4.858 6.164
C 0.416 3.889 5.471
H -0.711 4.540 2.332
H -1.990 6.269 3.594
H -1.713 6.463 6.042
H -0.172 4.945 7.235
H 1.099 3.215 5.969
F -2.800 2.649 -10.136
C -2.450 1.986 -9.016
C -3.428 1.304 -8.319
C -3.061 0.623 -7.167
C -1.743 0.638 -6.731
C -0.783 1.330 -7.458
C -1.130 2.015 -8.614
H -4.446 1.310 -8.682
H -3.813 0.078 -6.610
H -1.456 0.109 -5.833
H 0.247 1.341 -7.124
H -0.403 2.561 -9.199

---

(4)
90
Properties=species:S:1:pos:R:3 method="wB97M-V/def2-TZVPD" homo_energy_ha="-0.5889 / -0.5888" total_charge=+3 lumo_ev="-7.774 / -11.998" multiplicity=5
Rh -0.387 0.070 0.134
O 1.375 -1.105 -0.640
C 1.114 -2.448 -1.170
C 0.802 -2.404 -2.654
C -0.243 -1.335 -3.005
C -1.552 -1.586 -2.320
C -2.499 -2.417 -2.898
C -3.699 -2.663 -2.257
C -3.944 -2.075 -1.018
C -2.973 -1.275 -0.479
N -1.798 -1.025 -1.109
H 2.038 -0.678 -1.200
H 0.282 -2.827 -0.579
H 1.985 -3.069 -0.970
H 0.468 -3.399 -2.955
H 1.713 -2.193 -3.220
H -0.409 -1.294 -4.080
H 0.137 -0.359 -2.715
H -2.289 -2.855 -3.866
H -4.439 -3.308 -2.713
H -4.871 -2.239 -0.487
H -3.104 -0.819 0.490
C 2.681 -0.047 3.759
N 1.903 -0.939 2.882
C 2.687 -2.051 2.315
P 0.311 -1.182 2.986
O -0.342 -1.480 1.634
O -0.243 0.269 3.492
P -0.384 1.569 2.570
O 0.627 1.614 1.456
N -1.868 1.239 1.803
C -2.953 0.627 2.610
C -2.370 2.419 1.038
N -0.382 2.826 3.541
C 0.534 3.971 3.337
C -1.094 2.819 4.833
N -0.176 -2.242 4.079
C -1.028 -3.406 3.768
C 0.462 -2.264 5.404
H 3.177 -0.615 4.547
H 2.051 0.710 4.217
H 3.444 0.456 3.166
H 3.067 -2.708 3.100
H 3.536 -1.642 1.768
H 2.080 -2.638 1.628
H -2.597 -0.247 3.145
H -3.766 0.341 1.947
H -3.349 1.359 3.315
H -2.955 3.064 1.695
H -3.015 2.072 0.230
H -1.543 2.989 0.622
H 1.070 3.875 2.398
H 1.254 4.013 4.154
H -0.039 4.897 3.329
H -1.750 1.956 4.920
H -1.687 3.726 4.926
H -0.375 2.787 5.651
H -1.410 -3.344 2.754
H -1.869 -3.443 4.459
H -0.456 -4.327 3.876
H 0.991 -1.332 5.601
H 1.161 -3.096 5.489
H -0.306 -2.380 6.167
C -2.252 1.796 -7.727
C -3.039 2.437 -6.593
N -2.175 2.877 -5.479
C -1.901 4.315 -5.362
C -1.127 4.879 -6.543
C -1.758 1.949 -4.631
O -2.098 0.764 -4.638
C -0.766 2.287 -3.536
C 0.504 2.815 -3.729
C 1.421 2.807 -2.678
C 1.065 2.232 -1.479
N -0.165 1.703 -1.302
C -1.063 1.759 -2.299
H -2.940 1.485 -8.513
H -1.719 0.914 -7.372
H -1.535 2.493 -8.162
H -3.757 1.723 -6.196
H -3.583 3.313 -6.943
H -1.361 4.501 -4.435
H -2.859 4.828 -5.271
H -0.192 4.341 -6.708
H -0.894 5.927 -6.357
H -1.711 4.832 -7.462
H 0.791 3.209 -4.697
H 2.411 3.226 -2.799
H 1.744 2.185 -0.637
H -2.031 1.307 -2.130

---

(5)
43
Properties=species:S:1:pos:R:3 method="wB97M-V/def2-TZVPD" homo_energy_ha="-0.0033 / -0.0601" total_charge=-2 lumo_ev="4.271 / 4.268" multiplicity=2
Sc -1.957 -1.556 1.669
Se -0.875 -4.074 1.566
Sb -3.216 -4.193 2.472
Se -2.944 -2.284 4.093
Se -4.214 -2.817 0.655
Se -4.183 -6.267 3.238
Se -2.785 0.706 0.342
C -1.414 0.359 -3.568
Ge -0.192 -0.482 -2.278
C 1.638 -0.265 -2.995
C -0.616 -2.387 -2.169
Ge -0.530 0.614 -0.142
C 0.240 -0.445 1.291
C 1.356 -1.304 1.079
C 2.017 -1.900 2.116
C 1.588 -1.680 3.455
C 0.533 -0.843 3.702
C -0.153 -0.196 2.652
C 0.293 2.412 -0.227
C -0.484 3.555 -0.403
C 0.105 4.810 -0.510
C 1.485 4.941 -0.436
C 2.273 3.812 -0.252
C 1.677 2.561 -0.150
H -1.366 -0.151 -4.533
H -1.152 1.409 -3.716
H -2.432 0.305 -3.182
H 1.704 -0.681 -4.004
H 2.366 -0.777 -2.364
H 1.904 0.792 -3.038
H -0.513 -2.845 -3.156
H -1.642 -2.525 -1.822
H 0.031 -2.908 -1.463
H 1.677 -1.504 0.060
H 2.844 -2.571 1.917
H 2.079 -2.195 4.271
H 0.198 -0.680 4.719
H -0.858 0.598 2.883
H -1.564 3.453 -0.440
H -0.516 5.689 -0.644
H 1.945 5.920 -0.514
H 3.351 3.907 -0.182
H 2.299 1.684 0.006